No. 1
C22H26Cl3CoGeN4 | ωB97M-V with the def2-TZVPD basis set

```
57
Properties=species:S:1:pos:R:3:forces:R:3
Co -1.005736 -0.245216 -0.169087 2.426 -0.174 1.020
C -0.513893 -1.965160 -2.643560 0.206 0.151 -0.133
C 0.990994 -2.189879 -2.462198 -0.234 -0.009 0.367
C 1.595677 -1.426703 -1.266980 0.176 0.119 -0.272
N 0.731901 -1.402614 -0.113826 -1.599 1.492 -0.367
C 0.869122 -2.165908 0.942016 0.532 -0.514 0.788
C 1.757511 -3.279500 0.998604 -0.554 0.518 -0.301
C 2.207929 -3.993802 2.082316 0.010 0.103 0.531
C 2.023942 -3.741155 3.443083 -0.006 -0.005 -0.026
C 1.188545 -2.792815 4.021053 0.417 -0.602 -0.263
C 0.256926 -1.982585 3.410914 -0.319 0.399 -0.607
C -0.045418 -1.786728 2.038703 0.558 -0.575 0.431
N -1.117224 -1.142116 1.621777 -0.758 0.806 -1.961
C -2.052956 -0.517017 2.521091 -0.229 0.415 0.124
C -1.592115 0.908103 2.948315 0.003 -0.057 -0.082
C -0.320607 1.433335 2.262091 -0.177 -0.227 0.713
N -0.408136 1.412607 0.822889 -0.144 -0.730 -1.587
C 0.235420 2.262983 0.059904 -0.869 -0.749 0.329
C 1.229936 3.149035 0.562567 0.370 0.387 0.216
C 1.833174 4.235765 -0.019800 -0.083 -0.212 0.399
C 1.518595 4.876190 -1.215094 -0.008 0.126 -0.083
C 0.629937 4.434490 -2.185883 -0.070 -0.217 -0.221
C 0.024906 3.206171 -2.283628 -0.025 0.353 -0.424
C -0.024763 2.112675 -1.384636 -0.145 -1.012 -0.015
N -0.392850 0.905174 -1.768614 -0.400 0.106 1.286
C -0.428704 0.592203 -3.178909 -0.212 -0.224 -0.816
C -0.927291 -0.809411 -3.546779 -0.098 0.003 0.338
H -0.983376 -1.823627 -1.644416 -0.060 -0.375 -0.268
H -0.952782 -2.868924 -3.067662 -0.135 0.008 0.189
H 1.521681 -1.894677 -3.370025 0.047 -0.076 0.007
H 1.171178 -3.255497 -2.307017 -0.015 0.002 -0.060
H 1.740235 -0.378615 -1.544956 0.160 -0.110 -0.036
H 2.581360 -1.842891 -1.026792 -0.117 0.111 0.024
H 2.107420 -3.618675 0.031092 0.035 0.013 0.019
H 2.854215 -4.832336 1.850260 0.024 0.025 -0.028
H 2.597649 -4.359056 4.121271 -0.017 -0.004 0.022
H 1.226589 -2.732110 5.102812 -0.032 0.021 -0.020
H -0.338582 -1.400955 4.098115 -0.127 0.086 0.007
H -2.243969 -1.137441 3.403815 0.028 0.055 -0.168
H -3.004845 -0.420959 1.987410 0.154 -0.126 0.146
H -1.401490 0.933684 4.022991 0.001 0.072 -0.032
H -2.404806 1.601785 2.738699 0.005 0.055 0.085
H 0.542915 0.827046 2.576068 -0.061 0.124 -0.100
H -0.172351 2.460041 2.615965 0.048 -0.169 -0.092
H 1.595751 2.897161 1.548776 -0.024 -0.011 0.030
H 2.605925 4.706031 0.572178 0.051 0.014 0.065
H 2.014846 5.816313 -1.403164 0.052 0.092 -0.017
H 0.457978 5.096625 -3.022922 -0.006 0.081 -0.020
H -0.543481 3.048680 -3.188885 0.006 0.015 -0.062
H 0.581414 0.746106 -3.582290 -0.098 0.042 0.090
H -1.102967 1.284402 -3.700338 0.185 -0.016 0.043
H -0.594686 -1.010162 -4.566772 0.007 0.038 -0.015
H -2.017883 -0.794794 -3.572598 0.053 0.036 -0.095
Cl -3.851517 1.045227 -2.989893 0.145 -0.214 0.400
Ge -3.415941 0.338925 -0.949677 0.355 0.406 0.757
Cl -5.230987 -0.754075 -0.396918 0.678 0.184 -0.157
Cl -3.604313 2.234646 0.168545 -0.109 -0.053 -0.097
```
Forces are in eV/Å.

The HOMO-LUMO gap (alpha / beta) is 5.68 / 4.39 eV. As for the charge: +1. Its expectation value of S² is 0.9056. Its spin multiplicity is 2.

No. 2
C39H36ClN3PdSi2 | ωB97M-V with the def2-TZVPD basis set

```
82
Properties=species:S:1:pos:R:3:forces:R:3
C 3.182309 -1.364687 3.472204 2.256 0.269 1.737
C 3.437213 -1.077138 2.095440 1.114 -0.171 -0.272
C 2.987646 0.254120 1.841927 1.187 1.449 -1.093
H 3.807024 -1.792879 1.363980 0.100 0.311 0.175
C 2.441872 0.781440 3.053527 0.537 1.271 -0.016
C 2.609570 -0.201400 4.068729 1.754 -0.217 1.419
H 2.360688 -0.083718 5.121680 -0.043 -0.057 -0.290
H 3.420622 -2.287310 3.993891 0.067 0.264 -0.156
H 2.994938 0.776557 0.890184 0.300 -0.049 0.393
H 1.949928 1.742522 3.173331 0.398 -0.111 -0.020
Pd 1.407388 -0.913319 2.464049 -5.345 -2.347 -1.874
Si -1.263653 1.557099 -2.549233 1.695 0.563 -1.282
C -1.889338 0.570916 -3.996403 -0.095 -0.180 -0.041
C -3.254053 0.348581 -4.247653 0.270 -0.212 -0.332
H -4.003719 0.621901 -3.503714 0.166 0.016 -0.191
C -3.658708 -0.225436 -5.456302 0.101 0.055 0.065
H -4.716128 -0.403464 -5.650513 0.236 0.073 0.047
C -2.710196 -0.563738 -6.423216 0.238 -0.042 0.226
H -3.017963 -0.992891 -7.373544 -0.023 0.071 0.167
C -1.348207 -0.382308 -6.164403 0.043 0.087 0.205
H -0.594763 -0.676036 -6.900004 -0.309 0.096 0.175
C -0.935518 0.179865 -4.952870 -0.281 -0.214 -0.230
H 0.135514 0.306760 -4.751697 -0.473 0.025 -0.066
C -2.133636 3.191684 -2.558818 -0.512 0.197 0.488
C -2.050076 3.906256 -3.769462 -0.295 0.259 0.133
H -1.494329 3.512543 -4.631170 -0.228 0.040 0.461
C -2.687765 5.142089 -3.897737 0.160 -0.137 0.126
H -2.599228 5.689595 -4.836546 -0.098 -0.095 0.249
C -3.404551 5.674814 -2.823683 0.192 -0.347 0.152
H -3.888681 6.643540 -2.916866 0.041 -0.172 0.016
C -3.476060 4.968564 -1.619351 0.080 0.068 0.104
H -4.016527 5.388734 -0.772789 0.056 -0.032 -0.198
C -2.836857 3.734764 -1.470542 -0.012 0.134 -0.647
H -2.894610 3.183697 -0.526559 0.002 0.261 -0.292
H 0.123770 1.941868 -2.897899 0.267 0.005 -0.440
Si -0.563610 0.281803 -0.459142 1.383 -0.632 1.656
C 0.368098 1.696133 0.294247 0.252 0.181 -0.213
C 1.423904 2.195802 -0.494555 -0.333 0.721 -0.123
H 1.888821 1.568515 -1.261400 -0.420 0.373 0.097
C 1.832451 3.523512 -0.361544 0.103 -0.193 0.306
H 2.567438 3.933696 -1.060131 -0.174 -0.114 0.364
C 1.281048 4.314094 0.651139 -0.003 -0.098 0.082
H 1.596626 5.353713 0.757110 -0.167 -0.280 -0.043
C 0.372845 3.759576 1.563008 0.178 -0.199 -0.010
H -0.018025 4.366561 2.384780 0.212 -0.219 -0.240
C -0.055800 2.434757 1.411284 -0.158 0.552 -0.531
H -0.744691 1.993460 2.136097 0.034 0.197 -0.400
C 0.525135 -0.946753 -1.335124 -0.624 -0.300 -0.325
C 1.927467 -0.948881 -1.355093 0.263 0.192 -0.552
H 2.508323 -0.422093 -0.592073 -0.392 -0.097 -0.395
C 2.607536 -1.604581 -2.388917 -0.178 -0.138 0.207
H 3.697218 -1.538104 -2.444346 -0.349 -0.110 0.068
C 1.895067 -2.313561 -3.360315 -0.240 -0.022 0.066
H 2.421450 -2.797944 -4.187215 -0.180 0.217 0.256
C 0.503275 -2.437567 -3.248836 0.136 -0.253 0.138
H -0.067322 -2.988845 -4.000860 0.246 0.027 0.301
C -0.170403 -1.820474 -2.193289 0.374 0.280 -0.537
H -1.252100 -1.957755 -2.077727 0.339 0.204 -0.210
H -1.892021 0.619297 -1.001256 -1.376 -0.213 0.156
Cl -1.422692 -0.801277 1.096537 -0.690 -0.444 0.519
N 1.003978 -3.303203 4.539889 -0.278 -0.229 -0.185
C 0.250215 -2.196349 4.948010 -0.011 0.840 -0.227
C -0.040598 -2.042509 6.309918 -0.071 0.073 -0.126
C -0.763795 -0.927087 6.714911 0.223 -0.115 -0.323
C -1.191211 0.002466 5.753814 -0.021 0.143 0.049
C -0.849386 -0.196854 4.428598 0.615 -1.089 0.566
N -0.083602 -1.257744 4.055450 -1.617 -0.040 0.290
C 1.043645 -3.900037 3.264840 0.297 0.145 -0.363
C 1.212954 -5.292854 3.196908 -0.068 0.021 -0.209
C 1.175663 -5.910596 1.951967 0.143 0.506 0.273
C 1.008745 -5.112406 0.809537 0.027 -0.072 -0.128
C 0.935384 -3.735484 0.944635 0.184 -0.329 1.040
N 1.002605 -3.144504 2.166074 -0.929 -0.392 -0.583
H 1.194513 -3.960899 5.288175 -0.129 0.243 -0.240
H 0.341890 -2.807552 6.982205 -0.291 0.253 0.188
H -0.989874 -0.772632 7.765601 0.016 -0.050 -0.138
H -1.764293 0.888823 6.022114 0.108 -0.283 0.072
H -1.155231 0.487415 3.637664 0.150 -0.287 0.187
H 1.373287 -5.818146 4.137550 -0.167 -0.214 -0.340
H 1.285332 -6.990205 1.867540 -0.030 0.240 0.020
H 0.964854 -5.550440 -0.185606 -0.014 0.031 0.245
H 0.830968 -3.075869 0.079865 0.088 -0.158 0.399
```
Forces are in eV/Å.

The HOMO-LUMO gap (alpha / beta) is 5.79 / 4.79 eV. Its expectation value of S² is 2.0077. The energy above the lowest of the compared OMol25 structures with the same formula, charge and spin is 3.2737 eV. Its spin multiplicity is 3.

No. 3
C4H8O2 | ωB97M-V with the def2-TZVPD basis set

```
14
Properties=species:S:1:pos:R:3:forces:R:3
C 2.130622 0.486628 -0.505407 0.079 0.103 -0.270
O 1.637900 -0.022870 0.717684 -0.024 0.072 0.081
C -0.740112 0.017749 -0.147070 -0.080 -0.191 -0.196
C -2.078286 -0.654118 0.011525 -0.019 -0.016 0.030
C 0.278312 -0.002948 0.903431 -0.049 -0.304 0.116
O -0.460676 1.172780 0.666081 0.051 0.190 0.095
H 3.220659 0.436766 -0.435500 -0.233 0.059 -0.039
H 1.800477 -0.123184 -1.359765 0.094 0.094 0.190
H 1.814867 1.526235 -0.659684 0.074 -0.174 0.020
H -0.412492 0.152299 -1.178996 -0.031 -0.057 0.162
H -2.066351 -1.611582 -0.522461 -0.035 0.152 0.068
H -2.311830 -0.852895 1.062704 0.088 0.093 -0.150
H -2.879512 -0.036576 -0.408106 0.126 -0.075 0.041
H 0.066428 -0.488282 1.855560 -0.041 0.053 -0.148
```
Forces are in eV/Å.

The HOMO-LUMO gap is 10.87 eV. As for the SMILES: CO[C@H]1O[C@@H]1C. The energy above the lowest of the compared OMol25 structures with the same formula, charge and spin is 2.1541 eV. Its spin multiplicity is 1.